# 1
Molecular formula: C4H4
Method: DFT, ωB97M-V/def2-TZVPD

Computed properties:
E, Eh: -154.71993
LUMO, hartree: 0.0389
HOMO, eV: -9.38
Molar mass, g/mol: 52.08
Orbital gap, eV: 10.43

The geometry in ORCA input format:
```
! RIJCOSX wB97M-V def2-TZVPD def2/J DEFGRID3
* xyz 0 1
C -0.5322 0.5187 -1.7760
C -0.3108 0.0934 -0.6614
C -0.1178 -0.4836 0.6411
C 0.8185 -0.0960 1.4884
H -0.7510 0.9169 -2.7311
H -0.8465 -1.2251 0.9287
H 0.9133 -0.5374 2.4559
H 1.5380 0.6500 1.1935
*
```

Atomic partial charges in e from the Löwdin method, atoms 1 to 2: 0.115 -0.150

# 2
Molecular formula: C4H4
Method: DFT, ωB97M-V/def2-TZVPD

Computed properties:
E, Eh: -154.61172
LUMO, hartree: 0.0015
HOMO, eV: -9.11
Molar mass, g/mol: 52.08
Orbital gap, eV: 9.15

The geometry in ORCA input format:
```
! RIJCOSX wB97M-V def2-TZVPD def2/J DEFGRID3
* xyz 0 1
C 2.1075 -0.0349 0.0153
C 0.5933 -0.2252 -0.1297
C -0.8625 -0.3217 -0.2483
C -2.0582 0.0820 -0.0898
H 2.2900 0.7798 0.7495
H 2.8359 -0.7696 -0.3087
H -2.0159 0.9249 0.5338
H -2.8901 -0.4353 -0.5221
*
```

Atomic partial charges in e from the Löwdin method, atoms 1 to 2: -0.005 0.005

# 3
Molecular formula: C4H41NO16
Method: DFT, ωB97M-V/def2-TZVPD

Computed properties:
E, Eh: -1435.48787
LUMO, hartree: 0.0041
HOMO, eV: -9.57
Molar mass, g/mol: 359.36
Orbital gap, eV: 9.68

The geometry in ORCA input format:
```
! RIJCOSX wB97M-V def2-TZVPD def2/J DEFGRID3
* xyz 0 1
C -0.2741 -0.4533 2.5457
N 0.0919 0.9778 2.4668
C -0.7121 1.6077 3.5782
C -0.6847 0.5084 4.7369
C 0.0406 -0.6835 4.1022
H 0.2308 -1.2287 1.9253
H -1.3022 -0.6930 2.2261
H 1.0197 1.2267 2.4891
H -1.7239 1.9706 3.2689
H -0.3753 2.4851 4.0550
H -0.0478 0.9281 5.5235
H -1.7714 0.2977 4.9728
H -0.3418 -1.6233 4.5638
H 1.1121 -0.6350 4.4875
H 4.2007 0.2187 2.5423
H 3.5944 0.9257 3.6398
O 3.9970 1.1501 2.7235
H -0.8022 -0.1316 -4.2170
H 0.3897 -0.2388 -3.3637
O 0.1147 -0.3562 -4.2970
H 2.8421 -3.3215 -3.0537
H 2.0234 -2.0491 -3.1465
O 2.7385 -2.3953 -2.6599
H -3.6642 1.4096 -1.4539
H -2.4210 1.1676 -2.4495
O -2.8749 1.0187 -1.5367
H -4.0002 -0.4143 1.6471
H -3.8403 1.1116 2.0621
O -3.7059 0.1625 2.3104
H 2.0736 0.9911 -2.4997
H 0.7556 1.1451 -1.6113
O 1.3865 0.5711 -1.9766
H -0.4910 -2.1843 -3.2726
H -1.2331 -2.8624 -1.9997
O -0.5559 -2.9439 -2.6960
H -0.3088 1.7875 1.1398
H -1.6996 2.2804 -0.0067
O -0.8553 2.6011 0.3517
H 0.9888 -3.4186 -0.5136
H -0.3617 -3.7148 0.1193
O 0.2070 -2.9346 -0.1987
H 0.8497 3.5439 -1.9820
H -0.2391 2.8805 -0.9400
O 0.2245 2.7922 -1.8390
H -3.1545 -1.8290 -3.0739
H -3.3348 -0.2579 -3.1493
O -3.1098 -1.0489 -3.6434
H -0.9375 2.5545 -3.1797
H -1.7843 2.3435 -4.4632
O -1.8337 2.3453 -3.5152
H 1.9024 -1.1817 -0.5770
H 2.9983 -2.1293 -1.0007
O 2.5746 -1.7214 -0.2249
H 2.8620 2.2495 2.0362
H 2.1547 1.9313 0.6219
O 2.0154 2.3070 1.5271
H -1.5707 -1.6720 -0.6467
H -2.6336 -0.9046 -1.3707
O -2.4349 -1.7911 -1.1305
H 2.5610 -1.5122 2.9456
H 3.8393 -1.5613 1.8384
O 3.5654 -1.4744 2.8228
*
```

Atomic partial charges in e from the Löwdin method, atoms 1 to 2: -0.147 -0.071